[1]
Formula: C3H4O2Pb
Source: the Open Molecules 2025 dataset
Level of theory: ωB97M-V/def2-TZVPD

Structure (XYZ):
```
10
Properties=species:S:1:pos:R:3:lowdin_charge:R:1
C -0.7944 -0.5624 0.5601 -0.15
C -1.3241 0.8046 0.2078 -0.22
H -2.4243 0.7790 0.2441 0.04
H -1.0265 1.1646 -0.7947 0.03
H -0.9775 1.6060 0.8954 0.05
O 0.1022 -0.9660 -0.6068 -0.37
C 1.0383 -0.9574 0.3793 -0.62
O 2.1095 -0.3059 0.0791 -0.51
H 1.1601 -1.8549 1.0110 0.10
Pb 2.1366 0.2923 -1.9755 0.64
```

The calculation puts the total energy at -12513.31604 eV. The LUMO energy (alpha / beta) comes out at 3.0 / 3.1 eV. The gap between HOMO and LUMO (alpha / beta) is 0.159 / 0.164 hartree. As for the HOMO energy (alpha / beta): -1.30 / -1.35 eV. The relative energy (zero: lowest compared OMol25 entry of this formula, charge and spin) is 290.36 kJ/mol. Its multiplicity is 2. As for the net charge: -1.

=====

[2]
Formula: C2H2N3O2
Source: the Open Molecules 2025 dataset
Level of theory: ωB97M-V/def2-TZVPD

Structure (XYZ):
```
9
Properties=species:S:1:pos:R:3:lowdin_charge:R:1
C -0.6415 0.7175 -0.2648 -0.07
C 2.5001 -0.3317 0.0607 -0.14
N 1.6504 0.5194 0.0304 0.20
N 0.5690 1.1418 -0.0859 0.19
N -1.1672 -0.4163 0.3134 0.02
O 3.4106 -1.0152 -0.0764 0.33
O -2.3105 -0.8215 -0.0339 0.07
H -1.2437 1.5830 -0.6726 0.18
H -2.7673 -1.3771 0.7291 0.23
```

The calculation puts the total energy at -10657.14797 eV. The LUMO energy (alpha / beta) comes out at -4.5 / -8.8 eV. The gap between HOMO and LUMO (alpha / beta) is 0.373 / 0.251 hartree. As for the HOMO energy (alpha / beta): -14.70 / -15.58 eV. The relative energy (zero: lowest compared OMol25 entry of this formula, charge and spin) is 0.00 kJ/mol. Its multiplicity is 3. As for the net charge: +1.

=====

[3]
Formula: C4H10N2O
Source: the Open Molecules 2025 dataset
Level of theory: ωB97M-V/def2-TZVPD

Structure (XYZ):
```
17
Properties=species:S:1:pos:R:3:lowdin_charge:R:1
N -0.2186 1.8831 0.2296 -0.02
C 0.9194 0.9545 0.5497 -0.27
C 1.1516 -0.0964 -0.5511 -0.21
C -0.0183 -0.9888 -1.0399 -0.10
C -0.9480 -1.4968 0.1044 -0.52
N -1.8399 -0.6523 0.7597 0.15
O -0.9157 -2.6921 0.2995 0.05
H -0.2526 1.8507 -0.7916 0.06
H -0.0169 2.8722 0.3819 0.06
H 0.7679 0.3523 1.4488 0.10
H 1.7344 1.6824 0.6570 0.11
H 1.9242 -0.6911 -0.0797 0.10
H 1.7206 0.4039 -1.3547 0.11
H 0.3670 -1.9643 -1.3869 0.11
H -0.5446 -0.4542 -1.8368 0.11
H -2.2398 -1.2191 1.5078 0.10
H -1.5906 0.2562 1.1023 0.05
```

Its SMILES is NCCCC(N)=O. The calculation puts the total energy at -9337.75422 eV. The LUMO energy comes out at 0.9 eV. The gap between HOMO and LUMO is 0.383 hartree. As for the HOMO energy: -9.56 eV. The relative energy (zero: lowest compared OMol25 entry of this formula, charge and spin) is 118.99 kJ/mol. Its multiplicity is 1. As for the net charge: 0.

=====

[4]
Formula: C19H34BMoN10
Source: the Open Molecules 2025 dataset
Level of theory: ωB97M-V/def2-TZVPD

Structure (XYZ):
```
65
Properties=species:S:1:pos:R:3:lowdin_charge:R:1
Mo -0.0548 0.0035 -0.0255 1.81
C -1.1068 2.2454 2.8609 -0.14
C 0.2806 2.2964 2.1561 -0.16
N 0.2090 2.1105 0.6760 -0.18
C -0.5903 3.2027 0.0107 -0.11
C -1.0302 2.6708 -1.3987 -0.17
N -1.5757 1.3086 -1.3147 -0.14
C -1.9714 0.8454 -2.6733 -0.17
C -1.9800 -0.6716 -2.7991 -0.14
C -2.6899 -1.4097 -1.6557 -0.14
N -2.1458 -0.9956 -0.3303 -0.16
C -2.3301 -2.0061 0.7320 -0.16
C -2.3651 -1.1918 2.0131 -0.14
N -1.4197 -0.0397 1.9293 -0.12
C -2.1034 1.2268 2.3792 -0.18
H -1.6216 3.2283 2.9249 0.14
H -0.8848 1.9431 3.9000 0.14
H 1.0247 1.6588 2.5385 0.08
H 0.6673 3.3047 2.3304 0.14
H 1.1869 2.3345 0.3239 0.15
H 0.0477 4.1064 -0.0270 0.16
H -1.3877 3.4620 0.6713 0.10
H -0.1528 2.6810 -2.1025 0.11
H -1.7572 3.4027 -1.8508 0.16
H -2.4235 1.4248 -0.7215 0.13
H -1.2413 1.3471 -3.3436 0.12
H -2.9187 1.3022 -2.9300 0.14
H -0.9642 -1.0435 -2.9089 0.10
H -2.4694 -0.8749 -3.7798 0.16
H -2.5188 -2.5088 -1.6538 0.13
H -3.7601 -1.1398 -1.6767 0.16
H -2.7606 -0.2603 -0.0501 0.08
H -1.4880 -2.7352 0.6799 0.13
H -3.2505 -2.5659 0.6284 0.15
H -2.1299 -1.8692 2.8664 0.16
H -3.3932 -0.8577 2.1950 0.14
H -0.7080 -0.2593 2.6336 0.07
H -2.8328 1.1390 3.2008 0.15
H -2.6421 1.6447 1.5398 0.10
C 1.1805 -4.0307 -1.6777 0.03
C 0.2091 -3.0991 -1.2592 -0.11
N 0.7765 -1.9914 -0.6952 -0.10
N 2.1407 -2.2282 -0.7108 -0.03
C 2.3994 -3.4447 -1.2120 0.01
B 3.1130 -1.0777 -0.2342 -0.42
N 2.7423 0.2231 -1.1344 -0.02
C 3.5880 0.9102 -1.9440 0.01
C 2.8393 1.4525 -3.0302 0.02
C 1.5346 1.0563 -2.8062 -0.10
N 1.4243 0.4597 -1.5701 -0.13
N 2.8215 -0.7646 1.2712 -0.02
C 3.6194 -0.9840 2.3602 -0.01
C 2.8453 -1.0463 3.5011 0.00
C 1.5462 -0.7495 3.0743 -0.13
N 1.5023 -0.6230 1.7205 -0.06
H 1.0196 -5.0344 -2.0715 0.13
H -0.8271 -3.0800 -1.4286 0.06
H 3.4194 -3.8578 -1.2173 0.16
H 4.2739 -1.4026 -0.4230 0.14
H 4.6487 0.8868 -1.6614 0.16
H 3.2249 2.0579 -3.8311 0.12
H 0.6939 1.1561 -3.4290 0.09
H 4.6912 -1.0980 2.2228 0.15
H 3.1316 -1.2999 4.5330 0.14
H 0.6936 -0.8504 3.7042 0.11
```

The calculation puts the total energy at -37663.02844 eV. The LUMO energy (alpha / beta) comes out at -10.9 / -10.9 eV. The gap between HOMO and LUMO (alpha / beta) is 0.253 / 0.253 hartree. As for the HOMO energy (alpha / beta): -17.80 / -17.76 eV. The relative energy (zero: lowest compared OMol25 entry of this formula, charge and spin) is 0.00 kJ/mol. Its multiplicity is 3. As for the net charge: +3.

=====

[5]
Formula: C6H12O
Source: the Open Molecules 2025 dataset
Level of theory: ωB97M-V/def2-TZVPD

Structure (XYZ):
```
19
Properties=species:S:1:pos:R:3:lowdin_charge:R:1
C -0.1857 0.3851 -2.6181 -0.11
O 0.4181 -0.0152 -1.4151 -0.15
C -0.2436 0.4622 -0.2770 -0.35
C -1.3301 -0.4162 0.3838 -0.11
C -0.7214 -0.0299 1.7526 -0.14
C 0.5785 0.4031 1.0271 -0.30
C 1.6702 -0.6587 1.0155 -0.07
H -0.1000 1.4732 -2.7646 0.09
H -1.2511 0.1162 -2.6542 0.09
H 0.3368 -0.1231 -3.4324 0.09
H -0.6200 1.4825 -0.4540 0.15
H -2.3811 -0.1708 0.2034 0.10
H -1.1611 -1.4705 0.1434 0.11
H -0.6226 -0.8255 2.4980 0.11
H -1.2435 0.8144 2.2139 0.11
H 1.0001 1.3647 1.3416 0.13
H 2.1355 -0.7408 2.0044 0.08
H 1.2746 -1.6444 0.7453 0.08
H 2.4464 -0.4063 0.2865 0.08
```

Its SMILES is CO[C@H]1CC[C@H]1C. The calculation puts the total energy at -8463.00355 eV. The LUMO energy comes out at 1.1 eV. The gap between HOMO and LUMO is 0.391 hartree. As for the HOMO energy: -9.51 eV. The relative energy (zero: lowest compared OMol25 entry of this formula, charge and spin) is 130.29 kJ/mol. Its multiplicity is 1. As for the net charge: 0.

=====

[6]
Formula: C5H11N2O
Source: the Open Molecules 2025 dataset
Level of theory: ωB97M-V/def2-TZVPD

Structure (XYZ):
```
19
Properties=species:S:1:pos:R:3:lowdin_charge:R:1
C 0.2442 2.1010 0.7674 0.11
C -0.0267 0.8388 0.4368 -0.25
N -1.3142 0.6225 -0.6002 0.13
C -1.8022 -0.7015 -0.2682 -0.10
C -0.5297 -1.4715 0.3702 -0.02
N 0.5714 -0.3633 0.7192 -0.07
C 1.8644 -0.5874 0.1140 -0.31
O 2.0391 -0.5521 -1.2270 0.03
H -0.2730 2.9045 0.3208 0.05
H 1.0103 2.4929 1.5408 0.13
H -2.0185 1.3283 -0.4879 0.17
H -0.9941 0.6138 -1.5368 0.15
H -2.0031 -1.3358 -1.2375 0.17
H -2.7074 -0.6379 0.3026 0.12
H -0.8098 -2.0009 1.3286 0.13
H 0.0865 -2.1629 -0.2669 0.13
H 2.2067 -1.5652 0.5991 0.16
H 2.5184 0.1686 0.7191 0.17
H 1.9375 0.3083 -1.5940 0.09
```

Its SMILES is C=C1[NH2+]CCN1CO. The calculation puts the total energy at -10382.00129 eV. The LUMO energy comes out at -3.4 eV. The gap between HOMO and LUMO is 0.378 hartree. As for the HOMO energy: -13.68 eV. The relative energy (zero: lowest compared OMol25 entry of this formula, charge and spin) is 347.74 kJ/mol. Its multiplicity is 1. As for the net charge: +1.